DFT (the ωB97M-V functional and the def2-TZVPD basis) results for an isolated molecule of C6H10O at a distorted geometry.

XYZ file:
```
17
Properties=species:S:1:pos:R:3:forces:R:3
C -1.96714 0.48615 -1.32021 -0.28 -0.68 -0.68
C -0.86559 -0.02582 -0.41463 -0.96 1.25 0.35
C 0.32075 0.57101 -0.40796 -0.11 1.28 0.96
C 1.22851 0.47042 0.76696 0.00 -0.43 -0.76
C 2.49406 0.16054 0.48317 -0.44 -0.18 -0.39
O 3.31022 -0.61728 1.22785 0.27 0.54 0.66
C -1.36530 -0.93670 0.67528 0.18 -0.74 -0.93
H -2.92580 0.20627 -0.87905 -0.07 0.21 -0.02
H -1.98034 0.03108 -2.31809 0.16 -0.14 0.10
H -1.96624 1.55984 -1.50083 0.19 0.05 0.27
H 0.49887 1.36657 -1.12762 0.17 -0.25 -0.25
H 0.74204 0.47620 1.73261 0.36 -0.62 0.20
H 2.85005 0.46376 -0.50060 0.17 -0.52 -0.10
H 4.19834 -0.60966 0.86514 0.13 0.08 -0.01
H -2.10351 -0.48204 1.33642 0.31 0.35 0.19
H -1.94069 -1.72927 0.18123 0.16 -0.19 0.11
H -0.52824 -1.39107 1.20031 -0.23 -0.02 0.31
```
Positions in Å, forces in eV/Å.

- HOMO energy (eV) = -7.91
- Kohn-Sham gap (eV) = 8.7
- total energy (a.u.) = -309.78450
- total charge = 0
- structure (SMILES) = CC(C)=C/C=C/O

natural (NBO) population analysis, charges in e, atoms 1 to 8: number 1, C, carries -0.639; number 2, C, carries 0.004; number 3, C, carries -0.222; number 4, C, carries -0.343; number 5, C, carries 0.178; number 6, O, carries -0.665; number 7, C, carries -0.653; number 8, H, carries 0.208